A 2-piece molecular cluster, C6H15NO overall, computed with ωB97M-V/def2-TZVPD.

electronic energy	-9999.1788	eV
net charge	-1
ΔE to the lowest compared entry with this formula, charge and spin	263.6	kJ/mol
lowest unoccupied orbital energy (spin up / spin down)	3.42 / 3.35	eV
multiplicity	2

Geometry as XYZ:
```
23
Properties=species:S:1:pos:R:3:mulliken_charge:R:1
C -0.09278 -1.68206 -0.33966 -1.3208
C 0.78444 -1.05482 0.78033 -1.0357
C 1.94185 -0.20751 0.17668 -0.6435
C 1.65246 1.54031 -1.61187 -0.9439
C 1.50745 1.12994 -0.31666 1.1146
C 0.65728 2.14381 0.49552 -2.0146
N 0.61807 -2.27517 -1.41010 -0.4862
H -1.00789 -2.17841 0.07546 0.8169
H -0.61069 -0.79011 -0.81418 0.1441
H 0.21176 -0.25638 1.35337 0.3292
H 0.94787 -1.77817 1.42072 0.8209
H 2.38476 -0.81673 -0.69580 0.1973
H 2.63684 -0.16602 1.04499 0.2671
H 2.15541 0.77543 -2.25504 0.2160
H 1.17820 2.40558 -2.08782 0.3379
H 1.19393 2.17893 1.50895 0.2706
H -0.28750 1.63997 0.61155 0.4336
H 0.58076 3.21839 0.19639 0.4884
H 1.57899 -2.64911 -1.07395 0.2239
H 0.25732 -3.27957 -1.71458 0.2794
H -6.12106 0.34521 2.31989 0.6741
H -5.73834 1.01874 0.82427 0.6761
O -6.42913 0.73776 1.51157 -1.8456
```

***

C58H64IrN6O3P3Si as an isolated structure, computed with ωB97M-V/def2-TZVPD.

electronic energy	-114828.4681	eV
net charge	+3
ΔE to the lowest compared entry with this formula, charge and spin	309.9	kJ/mol
lowest unoccupied orbital energy (spin up / spin down)	-8.30 / -8.30	eV
multiplicity	2

Geometry as XYZ:
```
136
Properties=species:S:1:pos:R:3:mulliken_charge:R:1
Ir -0.97302 -0.57858 1.81511 1.3084
C -0.25896 1.98606 3.55276 -1.3093
N -1.21048 1.22339 2.71133 0.4320
C -2.38608 1.77259 2.49555 0.0263
C -3.35368 1.04397 1.79967 -0.3613
C -4.70910 1.21574 1.47701 -0.8815
C -5.10760 0.04130 0.84756 -1.2316
C -3.98615 -0.80258 0.80371 -0.6278
N -2.93598 -0.19867 1.36945 0.6496
C 0.26350 3.26004 2.93495 0.3073
C 1.07362 3.24808 1.80490 1.1457
C 1.56374 4.43236 1.27910 -1.1506
C 1.24741 5.64671 1.87595 -0.6510
C 0.43452 5.66949 2.99968 -0.9011
C -0.05180 4.47987 3.52625 -0.5089
H 0.54696 1.30438 3.82156 0.1445
H -0.75523 2.24078 4.49094 0.7973
H -2.58474 2.76756 2.88417 0.6272
H -5.31824 2.07748 1.70126 0.6987
H -6.09253 -0.19943 0.48270 0.5862
H -3.91780 -1.80391 0.40332 0.3968
H 1.29924 2.31384 1.30584 -0.1860
H 2.20503 4.41162 0.40509 0.4668
H 1.64258 6.57041 1.47366 0.5130
H 0.19111 6.60903 3.47742 0.4496
H -0.66717 4.50313 4.41883 0.4706
O 2.15894 -0.12322 -1.12773 0.0561
P 1.99908 -0.00384 -2.61125 -0.3223
C 1.18052 1.63456 -3.05827 -1.1255
P -0.19445 2.40832 -2.13479 0.3128
O -0.21804 2.15028 -0.69183 0.4729
C -1.97921 1.15890 -2.85296 -0.9804
C -2.85758 1.65128 -1.85170 1.2298
C -3.69658 2.70958 -2.11875 -0.5961
C -3.72910 3.26687 -3.39621 -0.8769
C -2.92937 2.76361 -4.42046 -0.9704
C -2.07438 1.71740 -4.15663 -0.0844
C -0.43445 4.07360 -2.63862 0.9312
C -0.17264 4.52087 -3.93900 -0.4698
C -0.29589 5.86454 -4.22997 -0.8092
C -0.68813 6.75644 -3.23319 -0.6117
C -0.94986 6.31375 -1.94399 -0.9519
C -0.82529 4.96844 -1.63695 -0.3839
C 1.18583 -1.45931 -3.35737 0.7522
C 0.03413 -1.53123 -4.34733 0.6619
C 0.01712 -2.80824 -5.12436 -1.1468
C 0.69895 -3.90702 -4.73099 -0.4923
C 1.56949 -3.85063 -3.61495 -1.1343
C 1.83338 -2.61713 -3.00151 -0.3987
C 3.55392 0.20567 -3.47364 1.4242
C 4.55596 0.95381 -2.85068 -0.6649
C 5.74779 1.19489 -3.51448 -0.7755
C 5.93800 0.70021 -4.79957 -0.6357
C 4.94427 -0.04264 -5.42180 -0.7990
C 3.75099 -0.29296 -4.76029 -0.5769
H 0.98877 1.67194 -4.13599 0.4197
H 1.98782 2.35976 -2.88049 0.8817
H -2.82603 1.20576 -0.86445 -0.4690
H -4.34689 3.09121 -1.34314 0.6198
H -4.39522 4.09606 -3.59933 0.4875
H -2.98529 3.19092 -5.41245 0.5343
H -1.45781 1.30903 -4.95156 0.4659
H 0.12801 3.83184 -4.71928 0.3976
H -0.08753 6.22415 -5.22828 0.4840
H -0.78381 7.80834 -3.46847 0.4627
H -1.24542 7.01635 -1.17684 0.5054
H -0.99928 4.60825 -0.63069 0.4743
H 0.12301 -0.68989 -5.05152 0.4863
H -0.63546 -2.84810 -5.98891 0.5523
H 0.60369 -4.83161 -5.28493 0.4583
H 2.10701 -4.73445 -3.30152 0.5454
H 2.63684 -2.57185 -2.27188 0.4097
H 4.40234 1.33404 -1.84656 0.3775
H 6.53011 1.76704 -3.03394 0.4650
H 6.86883 0.89158 -5.31658 0.4238
H 5.10231 -0.43303 -6.41801 0.4785
H 2.98680 -0.89320 -5.24032 0.3461
C -1.87538 -3.20194 5.82015 -1.5034
Si -2.43750 -1.93373 4.54935 0.3597
C -2.06795 -0.31286 5.38605 -1.0155
C -4.24569 -2.09470 4.15859 -1.0372
N -1.50049 -2.12513 3.01838 0.1462
C -1.47209 -3.35225 2.34829 0.8557
C -1.76182 -4.60032 2.94214 -0.5650
C -1.53287 -5.78942 2.27767 -1.2223
C -0.98930 -5.81776 0.99828 -1.0232
C -0.74819 -4.61702 0.35859 -0.3121
C -1.06838 -3.43900 1.01503 -0.4807
O -0.84201 -2.17172 0.40865 1.4540
C -1.26919 -1.83581 -0.89915 0.6331
C -1.95754 -2.78797 -1.76487 -0.6538
C -2.01452 -2.52156 -3.06821 -1.6661
C -1.40313 -1.29599 -3.68608 -0.1465
C -1.19998 -0.14014 -2.68910 1.2232
C -0.98639 -0.60358 -1.28518 0.3229
H -1.90024 -2.71915 6.80076 0.4807
H -0.85362 -3.55279 5.66041 0.3912
H -2.51944 -4.07788 5.89211 0.4956
H -2.78535 -0.23429 6.20859 0.6039
H -2.17970 0.57715 4.78403 0.0742
H -1.07567 -0.32060 5.84529 0.3245
H -4.83798 -2.13973 5.07505 0.4618
H -4.45169 -3.00406 3.58870 0.3192
H -4.60046 -1.24358 3.57035 0.2134
H -2.15559 -4.64345 3.93843 0.4353
H -1.76753 -6.71727 2.78226 0.4555
H -0.77591 -6.75478 0.50478 0.5149
H -0.33293 -4.58844 -0.63921 0.5989
H -2.45766 -3.64816 -1.34987 0.8867
H -2.55831 -3.19192 -3.72198 0.4392
H -2.05815 -0.98746 -4.50412 0.8552
H -0.22701 0.17466 -3.00302 -2.1671
H -0.43020 0.05522 -0.63127 -0.8472
C 3.31177 -3.20908 3.21878 -0.6725
N 3.29551 -2.74844 1.74583 0.2567
C 4.25304 -1.55356 1.60263 -0.8177
N 3.89949 -0.52858 2.51667 0.2318
C 3.92163 -1.02166 3.89352 -0.9175
N 2.98926 -2.13296 4.08378 0.3045
C 1.58579 -1.71886 3.99907 -1.7165
P 1.21875 -1.01509 2.33993 2.1628
C 1.91193 -2.38361 1.30490 -0.8813
C 2.64727 0.14707 2.16490 -0.5663
H 4.32267 -3.57054 3.40725 0.3657
H 2.59723 -4.02748 3.30249 0.3705
H 3.63759 -3.51487 1.16365 0.4506
H 4.17829 -1.21131 0.57032 0.3864
H 5.25086 -1.93867 1.81239 0.4141
H 3.66240 -0.21097 4.57218 0.3966
H 4.92992 -1.36219 4.13132 0.2941
H 1.37494 -0.97897 4.77302 0.3208
H 0.92301 -2.56742 4.17387 0.4295
H 1.94129 -2.03616 0.26942 -0.6641
H 1.28485 -3.27334 1.38667 0.5283
H 2.52526 1.02377 2.80042 0.6044
H 2.69177 0.47466 1.12385 -0.2381
```

***

A 2-piece molecular cluster, C2H7NOSi overall, computed with ωB97M-V/def2-TZVPD.

electronic energy	-13595.9920	eV
net charge	0
ΔE to the lowest compared entry with this formula, charge and spin	720.2	kJ/mol
lowest unoccupied orbital energy (spin up / spin down)	-0.46 / 0.32	eV

Geometry as XYZ:
```
12
Properties=species:S:1:pos:R:3:mulliken_charge:R:1
C 2.96436 0.44138 -0.17082 -0.8395
C 0.32664 0.08657 0.78992 -0.0385
N -0.14562 0.76016 -0.08457 -0.2239
O -1.53801 0.96691 -0.15440 -0.2378
Si -2.88836 -0.06469 -0.05462 0.4998
H 2.05409 0.53347 -0.89763 0.2908
H 3.50293 1.37164 0.07560 0.2796
H 3.38111 -0.56505 -0.02070 0.2975
H 0.12610 -0.43834 1.68461 0.3497
H -2.72210 -1.06925 1.01151 -0.1265
H -3.97292 0.88411 0.10506 -0.1232
H -3.32114 -0.48506 -1.28932 -0.1282
```

***

The molecule C3H6N4O, computed with ωB97M-V/def2-TZVPD.

electronic energy	-11212.4297	eV
net charge	0
ΔE to the lowest compared entry with this formula, charge and spin	419.4	kJ/mol
lowest unoccupied orbital energy	0.49	eV

Geometry as XYZ:
```
14
Properties=species:S:1:pos:R:3:mulliken_charge:R:1
C 0.37938 -0.12391 1.98694 -0.5915
C -1.31910 -0.68098 -0.26030 0.0337
C 0.34519 -0.20700 -1.57391 0.5912
H 0.09170 -1.12889 1.92384 0.3086
H 1.32585 0.10134 1.43055 0.2424
H 0.40779 0.23390 2.98374 0.2951
H -2.20376 -1.09518 0.27889 0.3886
H 1.90972 0.47030 -2.58591 0.2488
H 0.09956 1.78174 -1.11304 0.3113
N -0.93893 0.57021 0.06066 0.1195
N -0.70254 -1.20569 -1.30466 -0.5447
N 1.10113 -0.23146 -2.60651 -0.6738
N 0.28302 0.82959 -0.67276 -0.4125
O -0.77902 0.68603 1.45247 -0.3168
```

***

An isolated ion of composition C8H17F4N3 and charge +2, computed with ωB97M-V/def2-TZVPD.

electronic energy	-23886.9666	eV
net charge	+2
ΔE to the lowest compared entry with this formula, charge and spin	156.4	kJ/mol
lowest unoccupied orbital energy	-9.74	eV

Geometry as XYZ:
```
32
Properties=species:S:1:pos:R:3:mulliken_charge:R:1
C -0.72030 -0.01685 -0.46450 -0.5395
C -0.64616 -2.48038 -1.05571 -0.9303
C 0.73297 -1.58577 0.67011 -0.7179
C 1.21546 -0.97694 -1.69039 -0.4001
C 0.83064 1.57354 0.56786 -0.3687
C -1.66545 1.60344 1.08669 -0.6931
C 1.04149 2.64457 -0.50152 -0.3962
C -2.30904 0.60278 2.09641 -0.3228
N -1.58022 0.20630 -1.52075 0.5467
N -0.48004 0.98597 0.35860 0.4882
N 0.18504 -1.25122 -0.65429 -0.1025
F 1.32022 2.07700 -1.71853 -0.2476
F -2.73142 -0.46807 1.40443 -0.2348
F -2.55697 -0.65774 -1.90610 -0.1354
F -2.00746 1.51724 -1.71515 -0.1373
H 0.11364 -3.22711 -1.34678 0.4786
H -1.26489 -2.84950 -0.29145 0.3877
H -1.06472 -2.33310 -2.04436 0.4608
H 1.05663 -2.63111 0.65898 0.3973
H 1.57693 -1.03589 0.89425 0.4900
H -0.07135 -1.41870 1.51818 0.2563
H 1.51845 -2.03450 -1.91768 0.3750
H 0.69862 -0.27953 -2.43013 0.3052
H 2.11772 -0.45338 -1.13813 0.3204
H 1.57140 0.80841 0.37862 -0.0356
H 1.00783 2.07185 1.60961 0.5040
H -2.46308 1.99183 0.37771 0.3946
H -1.32798 2.53574 1.57429 0.4821
H 1.86876 3.32521 -0.27796 0.4454
H 0.11792 3.25490 -0.60180 0.2865
H -3.20418 1.03995 2.56814 0.3772
H -1.48212 0.16751 2.76624 0.2654
```

***

A 2-piece molecular cluster, CHF2NO2S overall, computed with ωB97M-V/def2-TZVPD.

electronic energy	-22907.3594	eV
net charge	0
ΔE to the lowest compared entry with this formula, charge and spin	39.4	kJ/mol
lowest unoccupied orbital energy	-0.73	eV

Geometry as XYZ:
```
8
Properties=species:S:1:pos:R:3:mulliken_charge:R:1
C -1.67844 -0.74577 0.11287 0.7520
N 1.64922 1.61873 -0.01793 -0.3953
O -1.37012 0.24511 -0.40734 -0.3787
O 0.89866 -0.83336 0.16000 -0.4401
F -2.05479 -0.82147 1.34508 -0.1827
F -1.61540 -1.95620 -0.39484 -0.1782
S 1.87580 0.15531 -0.35535 0.5174
H 2.29506 2.33766 -0.44250 0.3056
```